Record 1
This record from the OMol25 dataset describes one molecule with the formula C8H10BClO2. The level of theory is ωB97M-V with the def2-TZVPD basis set.

Structure (XYZ):
```
22
Properties=species:S:1:pos:R:3:forces:R:3
O 2.551 -0.275 -3.319 0.486 0.224 -0.083
B 1.771 0.555 -2.544 -0.648 0.923 0.222
O 1.508 1.892 -2.911 1.343 -1.490 -0.359
C 1.024 0.029 -1.278 -0.873 -2.326 -0.215
C -0.110 0.804 -0.641 0.137 2.783 -1.298
C -0.670 0.219 0.616 -0.487 0.598 -0.509
C -2.034 -0.105 0.727 -0.666 0.111 -0.330
C -2.591 -0.683 1.873 0.196 0.497 -0.793
C -1.714 -0.992 2.855 -0.410 -2.412 1.934
C -0.394 -0.683 2.744 1.483 -2.182 3.354
C 0.130 -0.021 1.726 0.780 1.044 -2.060
Cl 1.843 0.372 1.828 -0.395 0.127 -0.076
H 2.844 -1.159 -3.020 -0.650 0.964 0.083
H 2.147 2.140 -3.602 -0.495 0.097 0.101
H 1.722 -0.267 -0.451 -0.527 -0.228 -1.154
H 0.472 -0.847 -1.720 0.999 -0.227 0.616
H 0.461 1.765 -0.490 -1.322 -0.283 0.617
H -0.952 1.064 -1.386 1.325 -0.539 1.111
H -2.726 0.057 -0.107 0.554 0.183 0.042
H -3.620 -0.968 2.037 -0.176 0.169 -0.636
H -2.010 -1.752 3.631 0.208 1.289 -0.490
H 0.349 -1.148 3.432 -0.861 0.680 -0.079
```
Positions in Å, forces in eV/Å.

The value obtained for the HOMO energy is -0.3371 Eh. The charge is 0. The strongest force on any atom comes out at 4.27 eV/Å. Its frontier orbital gap is 9.6 eV. The LUMO energy is 0.43 eV. Its energy above the lowest of the compared OMol25 structures with the same formula, charge and spin is 17.8 kcal/mol.

Record 2
This record from the OMol25 dataset describes C8H10BClSr as an isolated structure. The level of theory is ωB97M-V with the def2-TZVPD basis set.

Structure (XYZ):
```
21
Properties=species:S:1:pos:R:3:forces:R:3
Cl 2.460 -1.652 1.945 0.162 0.967 -2.655
B 2.631 -1.076 0.155 0.063 1.315 1.073
C 2.667 0.543 -0.279 -1.086 0.290 -0.595
C 1.430 1.405 0.444 0.953 -0.184 -0.293
C 0.004 0.615 0.242 -2.949 -1.288 0.777
C -0.911 0.403 1.618 -1.883 -1.933 -4.485
C -2.350 -0.422 1.463 2.820 1.090 -3.078
C -2.842 -1.027 -0.015 2.568 1.481 0.193
C -1.951 -0.820 -1.404 3.751 -0.347 6.673
C -0.534 0.015 -1.224 -0.844 -0.181 2.443
H 2.685 -1.838 -0.760 -0.006 -0.332 0.560
H 2.453 0.641 -1.446 0.766 -0.373 2.350
H 3.718 1.028 -0.080 -2.127 -0.783 -0.216
H 1.768 1.501 1.584 -1.456 -0.241 -2.403
H 1.380 2.492 -0.043 -0.081 -2.412 1.110
H -0.551 0.835 2.652 -0.813 -1.036 -2.317
H -2.983 -0.537 2.443 1.099 -0.014 -2.329
H -3.857 -1.615 -0.113 2.215 1.200 0.438
H -2.266 -1.251 -2.456 1.664 -1.062 2.662
H 0.206 0.203 -2.141 -1.840 -0.597 2.095
Sr -3.157 0.558 -2.585 -2.977 4.438 -2.003
```
Positions in Å, forces in eV/Å.

The value obtained for the HOMO energy is -0.5745 Eh. The charge is +2. The strongest force on any atom comes out at 7.66 eV/Å. Its frontier orbital gap is 6.5 eV. The LUMO energy is -9.12 eV.

Record 3
This record from the OMol25 dataset describes C8H10BaF2O6V as an isolated structure. The level of theory is ωB97M-V with the def2-TZVPD basis set.

Structure (XYZ):
```
28
Properties=species:S:1:pos:R:3:forces:R:3
Ba 14.231 -0.089 -14.852 0.993 -1.910 -0.558
V 17.510 -1.494 -17.365 -1.912 -0.298 -0.898
F 16.825 -1.477 -19.165 0.871 0.077 1.534
F 15.612 -1.711 -16.613 -0.016 0.941 0.322
C 19.183 -2.969 -13.854 -0.489 0.687 -0.995
C 18.202 -2.068 -14.287 0.174 0.111 0.966
C 17.224 -1.574 -13.260 0.018 -0.381 -0.335
O 16.260 -0.839 -13.617 -0.521 0.643 -0.361
C 17.387 -1.947 -11.911 -0.379 0.826 -1.075
C 18.361 -2.899 -11.472 0.262 0.987 -0.195
C 19.266 -3.481 -12.518 -0.336 -0.860 -0.572
O 19.927 -4.454 -12.286 0.848 -0.656 0.497
O 18.536 -3.112 -10.312 0.162 -0.661 1.518
O 18.191 -1.655 -15.478 -0.269 0.282 -0.504
H 19.812 -3.345 -14.651 0.285 -0.224 0.326
H 16.808 -1.378 -11.196 -0.080 -0.321 0.203
C 11.827 -3.320 -14.707 -0.192 0.131 -1.047
O 13.030 -2.678 -15.165 0.242 0.832 0.127
H 11.491 -4.035 -15.460 0.221 -0.253 0.175
H 12.001 -3.820 -13.760 -0.043 0.080 0.085
H 11.011 -2.594 -14.677 0.106 0.059 0.486
H 13.263 -2.985 -16.075 -0.129 -0.197 0.120
C 12.627 -3.687 -18.810 -0.400 -0.241 -0.224
O 13.560 -3.435 -17.772 0.247 0.245 0.370
H 11.977 -4.491 -18.468 -0.095 0.143 0.134
H 12.031 -2.799 -19.031 -0.060 -0.054 -0.049
H 13.077 -4.060 -19.731 0.318 0.219 0.078
H 14.166 -2.720 -18.011 0.175 -0.205 -0.132
```
Positions in Å, forces in eV/Å.

The value obtained for the HOMO energy (spin up / spin down) is -0.4236 / -0.4401 Eh. The charge is +1. As for the multiplicity: 5. The strongest force on any atom comes out at 2.22 eV/Å. Its frontier orbital gap (spin up / spin down) is 7.1 / 6.1 eV. The LUMO energy (spin up / spin down) is -4.38 / -5.92 eV. Its energy above the lowest of the compared OMol25 structures with the same formula, charge and spin is 0.0 kcal/mol.

Record 4
This record from the OMol25 dataset describes C8H10BeN2S as an isolated structure. The level of theory is ωB97M-V with the def2-TZVPD basis set.

Structure (XYZ):
```
22
Properties=species:S:1:pos:R:3:forces:R:3
C -0.465 1.245 -1.893 0.387 0.707 0.443
C 0.935 1.467 -1.717 -0.683 0.350 0.404
C 1.115 2.196 -0.501 -0.672 -0.171 -0.345
C -0.173 2.424 0.071 0.066 -0.289 -0.839
C -1.149 1.839 -0.793 0.896 0.274 -0.234
Be -0.151 -1.041 0.855 0.050 1.692 0.173
N -1.399 -1.306 -0.056 0.992 -2.211 0.411
C -0.388 -2.481 -0.351 -1.437 -0.817 -2.399
C 0.976 -2.032 0.090 0.411 -0.042 0.203
H 2.067 2.524 -0.086 -0.137 -0.108 -0.018
H 1.723 1.148 -2.399 -0.106 -0.014 0.160
H -0.378 2.952 1.001 0.058 -0.159 -0.120
H -2.226 1.838 -0.635 0.216 -0.118 0.038
H -0.929 0.711 -2.722 0.098 -0.002 0.236
H 1.552 -1.559 -0.706 0.078 -0.189 0.154
H -0.654 -3.489 0.031 -0.182 0.464 0.287
H -2.318 -1.676 0.181 0.261 0.172 0.052
H 1.522 -2.737 0.717 0.139 -0.020 -0.127
H -0.375 -2.603 -1.448 -0.255 -0.152 -0.078
S 0.376 0.769 4.783 0.247 0.800 1.868
C 0.231 0.150 3.333 -0.604 -2.290 -4.985
N 0.110 -0.339 2.245 0.179 2.125 4.718
```
Positions in Å, forces in eV/Å.

The value obtained for the HOMO energy is 0.0243 Eh. The charge is -2. The strongest force on any atom comes out at 5.52 eV/Å. Its frontier orbital gap is 4.4 eV. The LUMO energy is 5.04 eV. Its energy above the lowest of the compared OMol25 structures with the same formula, charge and spin is 0.0 kcal/mol.

Record 5
This record from the OMol25 dataset describes C8H10Br12O2 as an isolated structure. The level of theory is ωB97M-V with the def2-TZVPD basis set.

Structure (XYZ):
```
32
Properties=species:S:1:pos:R:3:forces:R:3
O 1.499 -3.376 -1.652 0.976 -0.191 1.035
C 1.992 -3.175 -0.555 -2.106 0.196 -0.991
O 2.849 -3.963 0.060 1.719 -0.488 -0.609
C 3.190 -3.456 1.369 -0.068 -1.762 -0.082
C 2.513 -2.136 1.504 -0.522 2.126 0.574
C 1.626 -2.000 0.315 0.504 -5.294 -2.072
H 4.264 -3.384 1.545 0.045 -0.151 -0.536
H 2.826 -4.319 1.927 -0.090 0.649 1.078
H 3.203 -1.299 1.394 0.636 -0.130 0.413
H 1.988 -1.935 2.438 0.068 -0.403 0.104
H 1.786 -1.177 -0.382 1.590 -3.268 -0.101
H 0.543 -2.032 0.442 0.299 -0.385 0.239
C -0.700 0.537 -0.671 3.988 -1.347 -0.062
Br 1.065 0.234 0.179 -3.816 7.031 -0.696
Br -1.798 -1.134 -0.329 7.867 2.064 3.636
Br -0.387 0.990 -2.583 1.936 -0.111 0.751
H -1.002 1.495 -0.248 0.821 -1.781 0.441
C 0.945 3.263 0.640 1.914 -0.024 0.812
Br 0.715 5.214 1.108 1.075 -1.405 1.416
Br 1.618 2.175 2.190 0.506 2.382 0.727
Br 2.150 3.113 -1.002 -0.113 0.238 1.690
H 0.010 2.730 0.468 0.726 0.643 -0.099
C -2.100 3.595 0.015 0.911 1.159 -2.170
Br -3.530 4.980 0.240 1.051 -1.380 -0.153
Br -0.651 4.265 -1.223 -3.071 0.636 -1.790
Br -2.723 1.930 -0.914 -0.424 8.397 0.710
H -1.660 3.386 0.991 -0.219 0.120 -0.030
C -3.969 -0.998 -1.413 -4.300 -0.501 -1.791
Br -5.534 -2.166 -1.745 0.633 0.202 -0.477
Br -4.625 0.641 -0.576 -5.691 -5.372 -0.001
Br -2.733 -0.516 -2.887 -3.464 -1.366 -0.642
H -3.369 -1.482 -0.643 -3.380 -0.483 -1.323
```
Positions in Å, forces in eV/Å.

The value obtained for the HOMO energy is -0.2919 Eh. The charge is 0. The strongest force on any atom comes out at 8.91 eV/Å. Its frontier orbital gap is 6.5 eV. The LUMO energy is -1.44 eV. Its energy above the lowest of the compared OMol25 structures with the same formula, charge and spin is 364.3 kcal/mol.

Record 6
This record from the OMol25 dataset describes an isolated ion of composition C8H10BrClOPS and charge +1. The level of theory is ωB97M-V with the def2-TZVPD basis set.

Structure (XYZ):
```
23
Properties=species:S:1:pos:R:3:forces:R:3
C 2.808 -1.060 -0.325 0.109 0.105 0.111
C 1.704 -0.051 -0.192 0.038 0.156 -0.088
C 1.735 1.162 -0.873 0.117 -0.009 -0.074
C 0.726 2.104 -0.730 0.193 0.041 -0.152
C -0.344 1.846 0.097 -0.148 -0.106 0.111
C -0.400 0.630 0.772 -0.231 0.127 0.069
C -1.552 0.348 1.685 0.551 -0.110 0.319
S -3.052 -0.266 0.806 -0.185 0.552 -0.064
Br -3.775 -1.891 2.005 -0.110 -0.132 0.081
P -2.738 -1.408 -1.134 -0.049 -0.320 0.095
O -1.767 -0.314 -1.775 -0.035 -0.091 -0.184
Cl -1.467 -2.869 -0.553 0.090 -0.113 0.052
C 0.619 -0.300 0.635 -0.039 -0.103 -0.017
H 3.085 -1.461 0.649 -0.027 -0.043 0.016
H 2.503 -1.897 -0.953 0.013 -0.035 -0.069
H 3.699 -0.605 -0.754 -0.004 -0.052 -0.089
H 2.577 1.391 -1.513 0.044 -0.031 -0.019
H 0.792 3.046 -1.255 0.002 0.036 -0.023
H -1.123 2.586 0.223 -0.070 0.025 0.046
H -1.310 -0.395 2.442 -0.042 -0.144 -0.093
H -1.891 1.249 2.194 -0.234 0.013 -0.093
H -1.416 -0.610 -2.631 0.096 0.273 -0.031
H 0.588 -1.234 1.181 -0.076 -0.040 0.097
```
Positions in Å, forces in eV/Å.

The value obtained for the HOMO energy is -0.4589 Eh. The charge is +1. The strongest force on any atom comes out at 0.65 eV/Å. Its frontier orbital gap is 7.5 eV. The LUMO energy is -4.97 eV.

Record 7
This record from the OMol25 dataset describes one molecule with the formula C8H10Cl2N2. The level of theory is ωB97M-V with the def2-TZVPD basis set.

Structure (XYZ):
```
22
Properties=species:S:1:pos:R:3:forces:R:3
C -0.658 -2.055 -0.332 2.676 0.938 0.021
C -0.511 -0.517 -0.612 -3.461 -1.536 -0.516
C 0.382 -0.437 -1.796 1.445 -0.071 -1.386
C -1.925 -0.130 -1.160 0.580 0.932 3.352
C -0.050 0.405 0.534 0.424 0.135 -0.376
C 1.235 0.261 1.045 0.575 -1.085 -0.711
C 1.758 1.173 1.925 -1.010 0.568 -1.009
Cl 3.318 0.872 2.443 1.360 0.259 0.835
C 0.973 2.326 2.212 -0.457 -3.112 -0.398
Cl 1.452 3.447 3.359 0.309 0.913 0.468
N -0.272 2.326 1.781 -0.079 1.142 0.045
N -0.769 1.451 0.934 -0.444 -0.559 -0.335
H -1.035 -2.582 -1.197 -0.602 0.225 -0.182
H -1.184 -2.294 0.558 -0.490 -0.250 0.757
H 0.389 -2.410 -0.299 -0.361 -0.369 0.619
H 0.335 0.561 -2.276 -0.030 -0.534 0.090
H 1.431 -0.552 -1.433 -0.491 -0.277 -0.809
H 0.076 -1.257 -2.561 0.817 1.499 1.256
H -2.744 -0.364 -0.459 0.474 0.485 0.193
H -2.262 -0.570 -2.025 0.147 -1.337 -2.323
H -1.818 0.911 -1.301 -0.777 1.357 -0.279
H 1.879 -0.565 0.660 -0.606 0.677 0.690
```
Positions in Å, forces in eV/Å.

The value obtained for the HOMO energy is -0.3466 Eh. The charge is 0. The strongest force on any atom comes out at 3.82 eV/Å. Its frontier orbital gap is 9.6 eV. The LUMO energy is 0.19 eV. Its energy above the lowest of the compared OMol25 structures with the same formula, charge and spin is 22.0 kcal/mol.

Record 8
This record from the OMol25 dataset describes a 2-piece molecular cluster, C8H10ClOPS overall. The level of theory is ωB97M-V with the def2-TZVPD basis set.

Structure (XYZ):
```
22
Properties=species:S:1:pos:R:3:forces:R:3
C 0.457 -1.521 -1.423 -1.743 2.874 -0.166
C 0.443 -2.698 -0.715 2.508 -1.588 -3.004
C -0.371 -0.410 -0.974 1.065 -3.982 0.621
C -0.368 -2.812 0.352 -1.817 -3.025 4.219
C -1.104 -0.504 0.245 -0.129 -0.306 -0.026
C -1.162 -1.776 0.734 1.795 0.574 -2.447
C -1.752 1.877 0.131 -1.388 1.499 -1.373
C -1.733 0.629 0.928 0.884 1.023 0.159
O 3.546 0.899 1.006 -0.727 -0.409 0.343
P 1.999 1.218 0.505 1.294 0.348 -1.382
S 2.021 1.758 -1.489 0.010 -0.517 1.532
Cl 1.858 2.940 1.652 -0.422 0.350 0.142
H 0.975 -1.291 -2.372 0.064 -0.644 0.867
H 1.113 -3.573 -1.061 -1.273 1.444 0.801
H -0.490 0.368 -1.666 -0.186 1.308 -0.365
H -0.408 -3.785 0.974 0.368 1.614 -1.006
H -1.838 2.816 0.696 0.976 -0.410 0.267
H -2.732 1.983 -0.376 0.532 -0.547 -0.495
H -0.936 1.867 -0.613 -0.444 0.765 0.560
H -2.680 0.385 1.290 -1.617 -0.550 0.602
H -1.115 0.797 1.789 0.431 0.026 0.733
H 4.275 0.834 0.387 -0.180 0.154 -0.580
```
Positions in Å, forces in eV/Å.

The value obtained for the HOMO energy (spin up / spin down) is -0.2699 / -0.2655 Eh. The charge is 0. The strongest force on any atom comes out at 5.50 eV/Å. Its frontier orbital gap (spin up / spin down) is 3.5 / 3.0 eV. The LUMO energy (spin up / spin down) is -3.88 / -4.25 eV. Its energy above the lowest of the compared OMol25 structures with the same formula, charge and spin is 142.2 kcal/mol.

Record 9
This record from the OMol25 dataset describes C8H10CoN3O7P2S2 as an isolated structure. The level of theory is ωB97M-V with the def2-TZVPD basis set.

Structure (XYZ):
```
33
Properties=species:S:1:pos:R:3:forces:R:3
Co 0.900 -0.351 -0.249 0.248 0.160 0.163
C 4.344 2.836 1.788 0.064 -0.106 -0.061
S 4.254 1.190 2.545 -0.166 0.067 0.070
C 2.862 0.530 1.687 0.201 0.078 0.092
S 2.881 0.539 -0.048 -0.225 -0.076 -0.038
N 1.934 0.014 2.431 -0.104 -0.087 -0.168
N 0.951 -0.538 1.640 -0.066 -0.039 0.055
C -0.070 -1.081 2.182 0.050 -0.002 -0.157
C -1.076 -1.615 1.251 0.118 0.081 0.068
C -2.249 -2.220 1.641 -0.017 -0.006 -0.050
C -3.120 -2.665 0.649 0.036 0.017 0.009
C -2.781 -2.496 -0.678 0.010 -0.005 0.016
C -1.573 -1.882 -0.994 0.020 -0.101 -0.040
N -0.749 -1.458 -0.050 -0.014 0.050 0.081
H 5.200 3.323 2.251 -0.007 -0.011 0.009
H 3.440 3.397 2.009 -0.002 0.005 -0.006
H 4.501 2.770 0.716 0.017 0.012 -0.030
H -0.170 -1.122 3.261 -0.020 -0.044 -0.005
H -2.477 -2.335 2.691 -0.021 0.003 0.005
H -4.055 -3.136 0.920 -0.004 0.001 0.003
H -3.435 -2.821 -1.473 0.002 -0.011 -0.002
H -1.255 -1.723 -2.017 -0.029 -0.011 0.059
O -0.385 -0.395 -4.178 0.010 -0.012 0.014
P 0.207 0.551 -3.032 0.156 -0.096 0.064
O 0.921 1.717 -3.545 -0.057 0.019 -0.008
O 0.926 -0.434 -2.090 -0.039 -0.082 -0.130
O -1.164 0.891 -2.229 -0.018 0.220 -0.005
P -1.251 1.687 -0.827 -0.097 -0.098 -0.146
O -2.505 0.916 -0.165 -0.003 0.017 0.021
O -1.501 3.120 -0.936 0.011 0.013 0.060
O -0.012 1.227 -0.031 -0.020 0.021 0.069
H -0.260 0.024 -5.038 -0.023 0.014 -0.014
H -3.234 1.542 -0.081 -0.013 0.010 0.002
```
Positions in Å, forces in eV/Å.

The value obtained for the HOMO energy (spin up / spin down) is -0.3384 / -0.3386 Eh. The charge is 0. The strongest force on any atom comes out at 0.34 eV/Å. Its frontier orbital gap (spin up / spin down) is 7.1 / 7.1 eV. The LUMO energy (spin up / spin down) is -2.09 / -2.10 eV. Its energy above the lowest of the compared OMol25 structures with the same formula, charge and spin is 2.3 kcal/mol.

no.,E_tot (Ha)
1,-946.45075
2,-825.63306
3,-1931.31808
4,-833.25364
5,-31348.86110
6,-4159.61522
7,-1340.67235
8,-1585.63855
9,-3863.93764